No. 1
HO2P | wB97M-V/def2-TZVPD

For the energy above the lowest of the compared OMol25 structures with the same formula, charge and spin, the calculation gives 128.7 kcal per mole. As for the LUMO energy (spin up / spin down): -1.55 / -1.55 eV. As for the HOMO energy (spin up / spin down): -10.53 / -9.23 eV. The value obtained for the HOMO-LUMO gap (spin up / spin down) is 8.97 / 7.69 eV.

Each atom is followed by the atoms it is bonded to, with distances in Å.
Cartesian coordinates (Å):
1 O -0.17 0.47 0.68  O2 1.346, P3 1.581
2 O -0.89 -0.47 1.31  O1 1.346
3 P 0.62 0.64 -0.68  O1 1.581, H4 1.430
4 H 0.43 -0.64 -1.30  P3 1.430

No. 2
HO2PS | wB97M-V/def2-TZVPD

For the energy above the lowest of the compared OMol25 structures with the same formula, charge and spin, the calculation gives 10.5 kcal per mole. Its SMILES is O=POS. As for the LUMO energy: -0.19 eV. As for the HOMO energy: -9.66 eV. The value obtained for the HOMO-LUMO gap is 9.48 eV.

Each atom is followed by the atoms it is bonded to, with distances in Å.
Cartesian coordinates (Å):
1 O 0.10 -0.45 0.00  P3 1.687, S4 1.744
2 O -2.26 0.52 0.34  P3 1.431
3 P -1.56 -0.70 0.07  O1 1.687, O2 1.431
4 S 1.35 0.76 0.07  O1 1.744, H5 1.465
5 H 2.37 -0.13 -0.48  S4 1.465

No. 3
HO2PS | wB97M-V/def2-TZVPD

For the energy above the lowest of the compared OMol25 structures with the same formula, charge and spin, the calculation gives 70.1 kcal per mole. Its SMILES is O=P.O=S. As for the LUMO energy (spin up / spin down): -1.55 / -1.55 eV. As for the HOMO energy (spin up / spin down): -9.34 / -9.34 eV. The value obtained for the HOMO-LUMO gap (spin up / spin down) is 7.79 / 7.79 eV.

Each atom is followed by the atoms it is bonded to, with distances in Å.
Cartesian coordinates (Å):
1 O -1.56 1.23 0.19  P3 1.455
2 O 2.82 0.25 -0.59  S4 1.468
3 P -1.71 -0.21 0.33  O1 1.455, H5 1.471
4 S 3.55 -0.81 0.11  O2 1.468
5 H -3.11 -0.46 -0.04  P3 1.471